(a)
An isolated molecule of CH2F4Si, computed with ωB97M-V/def2-TZVPD.

```
! RIJCOSX wB97M-V def2-TZVPD def2/J DEFGRID3
* xyz 0 1
F -1.95259 -0.08240 0.53799
C -1.03564 0.66646 -0.14585
Si 0.97361 -0.49399 0.09828
F 1.70395 -0.30379 -1.29668
F 0.71356 -1.98634 0.45060
F 1.77949 -0.07480 1.33680
H -1.07082 1.69773 0.16692
H -1.11156 0.57712 -1.14805
*
```

(b)
A cluster of 2 separate species, CH2F4Si in total, computed with ωB97M-V/def2-TZVPD.

```
! RIJCOSX wB97M-V def2-TZVPD def2/J DEFGRID3
* xyz 0 1
C -0.70456 -0.65857 -0.45484
F 0.22968 -0.62011 -1.41642
F -3.44972 1.70422 -1.09132
F -1.25883 2.79042 -1.54893
F -2.10963 2.81475 0.69737
Si -1.94858 1.74856 -0.54228
H -0.24047 -0.81222 0.54080
H -1.44058 -1.40995 -0.64467
*
```

Most stable: (a). Least stable: (b).

(a)
A cluster of 2 separate species, C3H11N2 in total, computed with ωB97M-V/def2-TZVPD.

```
! RIJCOSX wB97M-V def2-TZVPD def2/J DEFGRID3
* xyz 1 1
C -0.00164 -1.56633 2.05910
N -0.01458 -1.57030 0.59218
H 0.53259 -2.44504 2.48278
H 0.68414 -0.80907 2.43881
H -0.94897 -1.43216 2.56360
H -0.15542 -2.50572 0.19991
H 0.81916 -1.11973 0.20837
H -0.80341 -1.02693 0.23889
C -1.12262 1.06599 -1.10047
C 1.04295 1.73953 -1.09980
N 0.29271 0.77744 -0.73997
H -1.20457 0.92991 -2.18369
H -1.52382 2.00459 -0.72421
H -1.78007 0.21271 -0.84684
H 2.10816 1.64294 -1.22241
H 0.63668 2.69326 -1.49696
*
```

(b)
A cluster of 2 separate species, C3H11N2 in total, computed with ωB97M-V/def2-TZVPD.

```
! RIJCOSX wB97M-V def2-TZVPD def2/J DEFGRID3
* xyz 1 1
C -2.72924 -0.35335 0.17903
C -1.44518 -0.30003 0.99337
H -2.48756 -0.41146 -0.88890
H -3.32288 -1.23984 0.36709
H -3.25300 0.60215 0.24748
H -1.00784 -1.23525 1.33204
H -1.44765 0.29510 1.90411
H -0.72926 0.23541 0.39009
N 2.15362 -0.58808 -1.29143
C 1.86725 0.59774 -0.83073
N 2.31741 1.11668 0.28761
H 2.72426 -1.29193 -0.84594
H 1.66812 -0.87804 -2.12836
H 0.97783 1.04840 -1.25342
H 1.65893 1.74018 0.73430
H 3.05521 0.66233 0.80364
*
```

Most stable: (b). Least stable: (a).

(a)
A cluster of 2 separate species, C3H11N2 in total, computed with ωB97M-V/def2-TZVPD.

```
! RIJCOSX wB97M-V def2-TZVPD def2/J DEFGRID3
* xyz 1 1
C 0.97521 -1.73408 0.69965
C 1.89186 -0.66207 1.07569
H 0.57421 -1.58593 -0.31110
H 1.68569 -2.57615 0.65074
H 0.07874 -1.95115 1.38279
H 2.73554 -0.51902 0.28007
H 2.18742 -0.82042 2.18742
H 1.31802 0.21159 1.12771
N -0.86433 0.24602 -0.55897
C -1.90894 1.11637 -0.69770
N -1.73946 2.31706 -1.28025
H -0.00715 0.33834 -1.09690
H -0.83359 -0.66529 -0.06803
H -2.96599 0.77523 -0.72059
H -2.40502 3.01892 -1.09051
H -0.72222 2.49058 -1.58000
*
```

(b)
A cluster of 2 separate species, C3H11N2 in total, computed with ωB97M-V/def2-TZVPD.

```
! RIJCOSX wB97M-V def2-TZVPD def2/J DEFGRID3
* xyz 1 1
C 1.49569 1.98992 -0.09867
C -1.27367 -1.59402 -0.30792
C 0.36447 -0.19154 0.39631
N -2.16318 -1.78832 0.68563
N 1.00908 0.70757 -0.66266
H 0.64546 2.65428 -0.02161
H 1.87177 1.67581 0.97338
H 2.31766 2.44174 -0.82329
H -1.60048 -0.96326 -1.15586
H -0.64657 -2.48283 -0.63169
H 1.12624 -0.73103 0.94852
H -0.19469 0.47176 1.02354
H -2.24734 -2.48689 1.41304
H -2.75802 -0.91142 0.85488
H 0.28852 0.91743 -1.35760
H 1.76506 0.29080 -1.23600
*
```

Most stable: (a). Least stable: (b).